Below is C30H32MgN7STe as an isolated structure, with properties calculated with ωB97M-V/def2-TZVPD.

The value obtained for the relative energy (zero: lowest compared OMol25 entry of this formula, charge and spin) is 0.7 kJ/mol. As for the charge: +1. The calculation puts the HOMO-LUMO gap at 0.1929 Eh. As for the total energy: -65631.10728 eV. Its highest occupied orbital energy is -9.15 eV.

Positions of all 72 atoms, in Å:
Mg  -0.46  0.17  -0.27
C  -1.97  -2.16  1.04
N  -0.69  -1.46  1.27
C  0.37  -2.46  1.31
C  -0.86  -0.72  2.51
C  -0.63  -1.28  3.76
C  -0.77  -0.49  4.93
C  -1.11  0.85  4.81
C  -1.34  1.37  3.54
C  -1.29  0.62  2.36
N  -1.46  1.10  1.08
C  -2.15  2.23  0.64
C  -3.20  2.82  1.35
C  -3.86  3.92  0.85
C  -3.49  4.46  -0.40
C  -2.48  3.87  -1.10
C  -1.85  2.75  -0.64
N  -0.77  2.11  -1.38
C  0.53  2.81  -1.13
C  -0.98  1.91  -2.81
H  -2.20  -2.83  1.86
H  -1.89  -2.76  0.12
H  -2.79  -1.42  0.95
H  0.16  -3.25  2.04
H  1.32  -1.97  1.56
H  0.49  -2.94  0.31
H  -0.28  -2.29  3.90
H  -0.53  -0.89  5.88
H  -1.16  1.43  5.73
H  -1.58  2.41  3.48
H  -3.52  2.40  2.29
H  -4.65  4.40  1.40
H  -4.04  5.32  -0.75
H  -2.20  4.30  -2.07
H  0.54  3.82  -1.51
H  1.35  2.29  -1.70
H  0.68  2.78  -0.05
H  -0.86  2.82  -3.39
H  -2.00  1.54  -2.91
H  -0.27  1.18  -3.22
S  2.37  -4.04  -5.83
N  3.08  -3.25  -4.64
C  2.16  -2.68  -3.89
C  2.38  -1.89  -2.69
C  3.67  -1.55  -2.22
C  3.74  -0.80  -1.08
C  2.59  -0.31  -0.47
N  1.38  -0.51  -0.95
C  1.24  -1.34  -2.04
C  -0.10  -1.58  -2.55
N  -1.15  -1.04  -1.88
C  -2.38  -1.21  -2.32
C  -2.65  -1.96  -3.42
C  -1.64  -2.57  -4.12
C  -0.33  -2.46  -3.65
C  0.86  -3.04  -4.34
N  0.83  -3.78  -5.43
H  4.52  -1.97  -2.75
H  4.68  -0.65  -0.54
H  2.67  0.25  0.50
H  -3.20  -0.82  -1.73
H  -3.66  -2.04  -3.78
H  -1.83  -3.15  -4.99
C  2.92  -0.79  3.96
Te  2.34  1.06  3.14
C  4.27  1.61  2.52
H  3.21  -1.53  3.23
H  2.13  -1.29  4.58
H  3.75  -0.59  4.60
H  4.79  2.29  3.19
H  4.24  2.07  1.51
H  4.97  0.78  2.43

---

Below is C30H32MoNOS2Te as an isolated structure, with properties calculated with ωB97M-V/def2-TZVPD.

The value obtained for the relative energy (zero: lowest compared OMol25 entry of this formula, charge and spin) is 35.1 kJ/mol. As for the charge: +3. The calculation puts the HOMO-LUMO gap (spin up / spin down) at 0.2063 / 0.2242 Eh. As for the total energy: -65958.78235 eV. The spin multiplicity is 3. Its highest occupied orbital energy (spin up / spin down) is -16.99 / -17.02 eV. The expectation value of S² is 2.0668.

Positions of all 68 atoms, in Å:
Mo  -0.06  0.31  -0.39
C  -1.95  -3.54  -0.13
C  -1.65  -2.95  -1.49
C  -1.17  -4.04  -2.47
C  -0.58  -1.88  -1.52
C  0.64  -1.97  -0.79
C  1.72  -1.10  -1.03
C  1.64  -0.10  -2.02
C  2.80  0.80  -2.34
C  0.42  0.02  -2.71
C  -0.67  -0.83  -2.45
H  -2.69  -4.34  -0.25
H  -2.39  -2.81  0.56
H  -1.07  -4.00  0.33
H  -2.56  -2.50  -1.90
H  -0.24  -4.49  -2.12
H  -1.01  -3.65  -3.47
H  -1.92  -4.82  -2.53
H  0.77  -2.76  -0.06
H  2.65  -1.24  -0.48
H  3.59  0.72  -1.59
H  2.48  1.84  -2.42
H  3.21  0.50  -3.31
H  0.32  0.80  -3.47
H  -1.59  -0.71  -3.01
S  -0.21  4.07  2.21
C  0.00  2.75  1.45
N  0.18  1.71  0.85
Te  -0.78  -0.89  2.11
C  -0.10  0.41  3.59
C  1.22  0.83  3.71
C  1.58  1.58  4.82
C  0.64  1.90  5.79
C  -0.67  1.47  5.67
C  -1.05  0.72  4.56
C  0.50  -2.51  2.48
C  1.88  -2.40  2.42
C  2.66  -3.48  2.78
C  2.06  -4.67  3.19
C  0.68  -4.77  3.26
C  -0.12  -3.69  2.90
H  1.97  0.60  2.96
H  2.61  1.92  4.93
H  0.93  2.47  6.66
H  -1.40  1.71  6.42
H  -2.08  0.39  4.47
H  2.36  -1.47  2.13
H  3.74  -3.41  2.75
H  2.67  -5.51  3.48
H  0.21  -5.68  3.60
H  -1.20  -3.77  2.97
C  -3.42  3.29  -1.55
S  -2.28  2.12  -2.26
O  -1.59  1.55  -0.96
C  -1.09  3.15  -3.04
C  -1.07  3.10  -4.43
C  -0.18  3.93  -5.11
C  0.67  4.76  -4.40
C  0.64  4.79  -3.00
C  -0.24  3.98  -2.31
H  -2.87  3.97  -0.90
H  -4.18  2.73  -1.01
H  -3.87  3.83  -2.38
H  -1.74  2.45  -4.97
H  -0.16  3.92  -6.19
H  1.36  5.41  -4.93
H  1.30  5.45  -2.46
H  -0.29  4.02  -1.23

---

Below is C30H32N6O2PdSb2 as an isolated structure, with properties calculated with ωB97M-V/def2-TZVPD.

The value obtained for the relative energy (zero: lowest compared OMol25 entry of this formula, charge and spin) is 287.4 kJ/mol. As for the charge: +2. The calculation puts the HOMO-LUMO gap (spin up / spin down) at 0.1514 / 0.1490 Eh. As for the total energy: -61198.21742 eV. Its highest occupied orbital energy (spin up / spin down) is -12.37 / -12.36 eV.

Positions of all 73 atoms, in Å:
Pd  0.48  0.39  0.61
C  5.22  0.10  -0.98
Sb  3.10  0.27  -0.53
C  3.06  -1.44  0.80
C  3.32  1.72  1.24
C  3.69  3.02  0.71
C  5.03  3.24  0.36
C  5.43  4.41  -0.26
C  4.48  5.39  -0.56
C  3.16  5.20  -0.20
C  2.74  4.05  0.46
C  1.34  3.95  0.88
Sb  0.08  2.72  -0.51
C  -1.81  3.71  -0.24
C  0.79  3.45  -2.42
H  5.58  1.02  -1.42
H  5.35  -0.70  -1.70
H  5.77  -0.14  -0.08
H  3.93  -1.45  1.44
H  3.04  -2.35  0.20
H  2.14  -1.41  1.40
H  4.13  1.25  1.81
H  2.38  1.67  1.79
H  5.75  2.48  0.58
H  6.46  4.56  -0.51
H  4.79  6.29  -1.06
H  2.44  5.98  -0.40
H  0.85  4.92  0.86
H  1.21  3.49  1.86
H  -1.73  4.72  -0.64
H  -2.06  3.74  0.82
H  -2.58  3.16  -0.77
H  0.74  4.54  -2.40
H  0.14  3.07  -3.20
H  1.81  3.12  -2.60
C  0.44  -6.61  7.34
O  -0.19  -6.05  6.20
C  -1.14  -5.14  6.30
C  -1.69  -4.65  7.51
C  -2.59  -3.62  7.49
C  -2.94  -3.01  6.27
C  -2.51  -3.59  5.06
C  -1.63  -4.62  5.08
N  -3.70  -1.89  6.28
N  -3.96  -1.10  5.40
C  -3.38  -0.56  4.34
C  -4.20  -0.09  3.29
C  -3.67  0.39  2.12
C  -2.27  0.43  1.90
O  -1.77  0.75  0.77
C  -1.41  0.08  3.02
N  -0.07  0.20  2.84
C  0.75  -0.10  3.84
C  0.28  -0.48  5.10
C  -1.07  -0.61  5.30
C  -1.95  -0.37  4.24
H  1.27  -7.19  6.95
H  -0.25  -7.27  7.88
H  0.81  -5.83  8.01
H  -1.41  -5.09  8.45
H  -3.00  -3.24  8.41
H  -2.88  -3.21  4.11
H  -1.27  -5.06  4.16
H  -5.26  -0.19  3.40
H  -4.31  0.68  1.30
H  1.81  0.01  3.65
H  0.98  -0.67  5.90
H  -1.45  -0.87  6.28
N  0.51  -0.99  -1.12
C  -0.27  -1.63  -0.48
N  -1.10  -2.42  0.01
C  -1.58  -2.57  1.19
N  -2.00  -2.65  2.25

---

Below is one molecule with the formula C30H32N6O3S, with properties calculated with ωB97M-V/def2-TZVPD.

The value obtained for the relative energy (zero: lowest compared OMol25 entry of this formula, charge and spin) is 0.0 kJ/mol. As for the charge: 0. The SMILES is Cc1c(C(=O)N2CCN(Cc3ccc4c(c3)OCO4)CC2)sc2ncnc(N3CCN(c4ccccc4)CC3)c12. The calculation puts the HOMO-LUMO gap at 0.2972 Eh. As for the total energy: -57547.96953 eV. Its highest occupied orbital energy is -7.83 eV.

Positions of all 72 atoms, in Å:
C  1.73  -0.20  1.84
C  0.45  -0.27  2.61
C  -0.06  0.81  3.27
S  -1.46  0.44  4.25
C  -1.35  -1.23  3.80
N  -2.10  -2.17  4.34
C  -1.79  -3.39  3.98
N  -0.93  -3.74  3.04
C  -0.25  -2.79  2.39
N  0.53  -3.18  1.35
C  0.43  -2.48  0.08
H  0.18  -1.44  0.25
H  1.39  -2.55  -0.44
C  -0.67  -3.13  -0.78
N  -0.38  -4.53  -0.99
C  -0.84  -5.16  -2.14
C  -1.47  -6.40  -2.11
C  -1.85  -7.03  -3.28
C  -1.62  -6.44  -4.51
C  -0.99  -5.20  -4.55
C  -0.60  -4.58  -3.39
H  -0.08  -3.63  -3.45
H  -0.79  -4.73  -5.50
H  -1.92  -6.93  -5.42
H  -2.35  -7.99  -3.23
H  -1.70  -6.88  -1.17
C  -0.33  -5.24  0.27
H  -0.06  -6.28  0.09
C  0.75  -4.60  1.15
H  0.77  -5.09  2.12
H  1.72  -4.71  0.66
H  -1.29  -5.20  0.81
H  -0.74  -2.61  -1.73
H  -1.63  -3.01  -0.25
C  -0.33  -1.45  2.85
H  -2.32  -4.20  4.46
C  0.57  2.16  3.36
O  1.72  2.27  3.75
N  -0.21  3.22  3.06
C  -1.43  3.17  2.30
H  -1.80  2.15  2.23
C  -1.17  3.73  0.89
N  -0.68  5.09  1.00
C  0.58  5.11  1.74
C  0.34  4.55  3.14
H  1.28  4.50  3.69
H  -0.37  5.19  3.67
H  0.92  6.14  1.81
H  1.36  4.51  1.24
C  -0.63  5.80  -0.26
C  0.35  5.24  -1.27
C  1.66  5.70  -1.30
C  2.61  5.16  -2.17
C  2.20  4.15  -2.99
C  0.88  3.68  -2.97
C  -0.06  4.21  -2.12
H  -1.07  3.85  -2.13
O  0.74  2.67  -3.89
C  2.00  2.54  -4.51
O  2.91  3.45  -3.93
H  2.37  1.51  -4.38
H  1.90  2.75  -5.59
H  3.62  5.52  -2.19
H  1.95  6.50  -0.64
H  -0.37  6.84  -0.03
H  -1.64  5.79  -0.68
H  -2.11  3.74  0.34
H  -0.46  3.06  0.38
H  -2.18  3.80  2.80
H  1.59  0.21  0.84
H  2.17  -1.19  1.76
H  2.42  0.45  2.37

---

Below is C30H33BrN7O5Sn as an isolated structure, with properties calculated with ωB97M-V/def2-TZVPD.

The value obtained for the relative energy (zero: lowest compared OMol25 entry of this formula, charge and spin) is 465.3 kJ/mol. As for the charge: +3. The calculation puts the HOMO-LUMO gap (spin up / spin down) at 0.1581 / 0.1597 Eh. As for the total energy: -128159.98905 eV. Its highest occupied orbital energy (spin up / spin down) is -16.37 / -16.36 eV.

Positions of all 77 atoms, in Å:
Sn  0.52  1.28  -0.92
O  0.88  4.11  -0.81
C  2.26  4.40  -0.76
C  3.03  3.71  -1.86
C  4.15  4.28  -2.45
C  4.78  3.59  -3.47
C  4.29  2.36  -3.88
C  3.16  1.87  -3.24
N  2.57  2.54  -2.26
H  0.45  4.74  -1.40
H  2.61  4.03  0.21
H  2.43  5.48  -0.81
H  4.50  5.25  -2.12
H  5.65  4.01  -3.96
H  4.75  1.80  -4.67
H  2.71  0.92  -3.51
O  -2.25  -4.97  -4.08
C  -1.36  -4.18  -4.80
C  -1.17  -2.86  -4.11
C  -0.47  -1.81  -4.71
C  -0.31  -0.63  -4.01
N  -0.78  -0.46  -2.78
C  -1.48  -1.43  -2.21
C  -1.69  -2.65  -2.84
C  -1.96  -1.26  -0.83
C  -3.18  -1.83  -0.45
C  -3.54  -1.81  0.89
C  -4.82  -2.48  1.33
O  -4.53  -3.37  2.36
C  -2.64  -1.27  1.80
C  -1.47  -0.69  1.33
N  -1.17  -0.65  0.04
H  -2.46  -5.78  -4.56
H  -1.69  -4.02  -5.83
H  -0.37  -4.67  -4.86
H  -0.05  -1.92  -5.70
H  0.21  0.21  -4.45
H  -2.22  -3.45  -2.35
H  -3.83  -2.27  -1.19
H  -5.33  -2.94  0.48
H  -5.48  -1.68  1.72
H  -5.00  -4.21  2.26
H  -2.85  -1.31  2.86
H  -0.74  -0.26  2.00
Br  5.71  -5.74  1.28
C  4.64  -4.27  0.72
C  4.86  -3.69  -0.53
C  4.09  -2.62  -0.93
C  3.13  -2.11  -0.06
C  2.89  -2.70  1.18
C  3.65  -3.79  1.58
C  2.31  -0.90  -0.43
O  2.04  -0.71  -1.62
O  1.92  -0.15  0.50
H  5.63  -4.10  -1.18
H  4.25  -2.17  -1.90
H  2.12  -2.30  1.82
H  3.48  -4.25  2.54
C  -3.86  2.17  4.56
C  -2.53  2.74  5.02
C  -1.50  1.65  5.28
C  -2.01  3.81  4.02
N  -1.37  3.23  2.88
C  -0.05  3.03  2.66
N  0.07  2.45  1.49
N  -1.17  2.29  1.02
N  -2.02  2.75  1.83
H  -4.13  1.31  5.17
H  -3.82  1.86  3.52
H  -4.65  2.91  4.66
H  -2.69  3.29  5.96
H  -1.41  0.97  4.43
H  -1.80  1.06  6.14
H  -0.52  2.07  5.51
H  -1.28  4.46  4.51
H  -2.86  4.40  3.66
H  0.74  3.32  3.32

---

Below is C30H33ClCoN6S as an isolated structure, with properties calculated with ωB97M-V/def2-TZVPD.

The value obtained for the relative energy (zero: lowest compared OMol25 entry of this formula, charge and spin) is 0.0 kJ/mol. As for the charge: 0. The calculation puts the HOMO-LUMO gap (spin up / spin down) at 0.1903 / 0.1914 Eh. As for the total energy: -101569.55322 eV. The spin multiplicity is 2. Its highest occupied orbital energy (spin up / spin down) is -5.06 / -5.10 eV. The expectation value of S² is 0.8458.

Positions of all 72 atoms, in Å:
Co  -0.41  1.13  0.28
N  -2.65  1.40  -0.36
N  -3.54  1.10  0.67
C  -3.13  0.62  1.86
N  -4.10  0.39  2.76
S  -1.54  0.34  2.27
H  -2.70  2.39  -0.58
H  -2.87  0.83  -1.18
H  -4.51  1.36  0.56
H  -5.08  0.38  2.51
H  -3.82  -0.07  3.60
C  0.84  -5.04  -2.53
C  1.51  -5.02  -1.18
C  2.17  -6.13  -0.69
C  2.77  -6.12  0.56
C  2.70  -4.99  1.35
C  2.04  -3.86  0.88
C  1.46  -3.86  -0.38
N  0.76  -2.76  -0.90
C  0.83  -1.43  -0.52
N  2.03  -1.02  -0.09
C  2.44  0.21  0.47
C  1.55  1.27  0.63
C  2.08  2.45  1.18
C  3.41  2.55  1.55
C  4.26  1.47  1.37
C  3.79  0.28  0.83
C  4.73  -0.88  0.63
N  -0.19  -0.64  -0.71
C  -1.38  -1.20  -1.22
C  -2.27  -1.92  -0.41
C  -3.50  -2.32  -0.89
C  -3.86  -2.04  -2.20
C  -2.96  -1.39  -3.03
C  -1.71  -0.99  -2.57
C  -0.70  -0.34  -3.48
H  1.09  -5.96  -3.06
H  1.16  -4.20  -3.14
H  -0.25  -4.99  -2.43
H  2.22  -7.03  -1.30
H  3.28  -7.01  0.93
H  3.15  -4.97  2.33
H  1.95  -2.99  1.52
H  -0.04  -2.97  -1.48
H  2.75  -1.73  -0.13
H  1.44  3.31  1.32
H  3.80  3.47  1.98
H  5.30  1.54  1.66
H  5.73  -0.61  0.97
H  4.81  -1.17  -0.42
H  4.42  -1.76  1.20
H  -1.97  -2.14  0.61
H  -4.18  -2.86  -0.25
H  -4.83  -2.33  -2.58
H  -3.22  -1.19  -4.07
H  -1.14  -0.11  -4.45
H  0.15  -1.00  -3.64
H  -0.31  0.58  -3.04
Cl  -1.44  3.88  3.33
C  -1.19  5.18  2.19
C  -1.25  6.48  2.66
C  -1.08  7.55  1.78
C  -0.84  7.28  0.44
C  -0.77  5.98  -0.02
C  -0.94  4.86  0.83
C  -0.86  3.55  0.35
H  -1.43  6.67  3.71
H  -1.12  8.56  2.15
H  -0.71  8.10  -0.26
H  -0.58  5.78  -1.07
H  -0.95  2.73  1.06
H  -0.64  3.38  -0.70